Here is a structure of composition C29H38BrI2N3O5PS in a non-equilibrium geometry from the OMol25 dataset. Energies are from wB97M-V/def2-TZVPD.

Values from the calculation:
spin multiplicity: 1
calculated total energy: -5576.8589 Eh
total charge: +1
frontier orbital gap: 6.75 eV

Atoms and positions in Å:
C  2.6977  1.5860  1.1759
C  2.0204  0.3577  1.7183
O  1.2709  0.3962  2.6484
N  2.3443  -0.8805  1.0479
C  3.1902  -1.7063  1.9243
C  1.1160  -1.5929  0.6381
C  0.9931  -1.7099  -0.8770
C  0.9039  -0.3702  -1.6142
C  -0.1945  0.5756  -1.0933
C  -1.6150  0.0200  -1.1797
C  -2.5409  0.2803  0.0311
C  -2.4841  1.7169  0.5738
C  -3.4168  2.0471  1.7116
O  -3.2117  1.7334  2.8189
Br  -5.0074  3.0404  1.2798
C  -3.8498  -0.1482  -0.5384
C  -4.9761  -0.6891  0.2781
O  -5.1521  0.0260  1.4705
N  -4.5850  -0.7568  2.6149
O  -4.7831  -0.2121  3.5961
N  -3.8562  -0.1045  -1.8373
S  -5.1969  -0.6218  -2.8098
C  -2.5052  0.2582  -2.4476
P  -2.2129  -1.2488  -3.5488
O  -2.6154  -2.4578  -2.7911
C  -2.5713  1.6400  -3.1103
I  -4.1717  2.8719  -2.5491
C  -1.6753  2.0919  -4.0011
C  -0.5260  1.2987  -4.5923
I  -1.7226  4.0177  -4.7843
H  2.1189  2.4763  1.4308
H  2.8293  1.5224  0.0934
H  3.6940  1.6586  1.6246
H  4.0718  -1.1359  2.2261
H  3.5337  -2.5742  1.3561
H  2.6549  -2.0451  2.8197
H  1.1465  -2.6106  1.0472
H  0.2444  -1.1032  1.0878
H  1.8815  -2.2393  -1.2410
H  0.1376  -2.3609  -1.1048
H  0.7838  -0.5662  -2.6834
H  1.8580  0.1566  -1.4991
H  -0.1188  1.5698  -1.5558
H  0.0126  0.7456  -0.0294
H  -1.5296  -1.0763  -1.1595
H  -2.2430  -0.4056  0.8333
H  -2.5456  2.4509  -0.2290
H  -1.4969  1.8031  1.0438
H  -5.9111  -0.7181  -0.2842
H  -4.6929  -1.7335  0.5139
H  -5.3769  0.6176  -3.2961
H  -0.8687  -1.2003  -3.9046
H  -2.9073  -0.9468  -4.7281
H  0.1166  0.8684  -3.8228
H  -0.9027  0.5118  -5.2567
H  0.1004  1.9315  -5.2196
C  4.7450  4.9660  3.5612
C  3.6399  4.1601  3.7969
C  2.3942  4.7312  4.0193
C  2.2537  6.1122  4.0027
C  3.3581  6.9194  3.7659
C  4.6035  6.3470  3.5466
H  5.7167  4.5197  3.3922
H  3.7483  3.0826  3.8144
H  1.5361  4.0992  4.2115
H  1.2844  6.5601  4.1804
H  3.2490  7.9961  3.7564
H  5.4649  6.9774  3.3680
C  2.3223  -6.9351  -1.2718
C  1.6682  -6.0416  -2.1092
C  0.6580  -5.2336  -1.6063
C  0.3049  -5.3171  -0.2663
C  0.9591  -6.2097  0.5715
C  1.9677  -7.0197  0.0674
H  3.1079  -7.5677  -1.6639
H  1.9456  -5.9769  -3.1535
H  0.1425  -4.5415  -2.2617
H  -0.4846  -4.6876  0.1280
H  0.6823  -6.2769  1.6159
H  2.4753  -7.7194  0.7184